Entry 1:
{"formula": "C5H11O", "method": "wB97M-V/def2-TZVPD", "e_above_lowest_kcal_mol": 64.6, "gap_ev": 11.5, "largest_force_ev_per_a": 5.2, "e_homo_ev": -15.700, "spin_multiplicity": 1, "charge": 1, "mol_weight_da": 87.142, "species": ["C", "C", "C", "C", "C", "O", "H", "H", "H", "H", "H", "H", "H", "H", "H", "H", "H"], "positions_angstrom": [[-0.1606, 0.7241, 0.3888], [0.5455, -0.5534, 0.4713], [-1.5489, 1.0653, 0.7308], [-0.1239, -1.8557, 0.8262], [1.1091, 0.4713, -1.7553], [0.1309, -0.0083, -0.8288], [0.9922, 2.0257, 0.3263], [1.6190, -0.5219, 0.6253], [-1.9600, 1.7916, 0.0330], [-1.5860, 1.4914, 1.7320], [-2.1749, 0.1708, 0.7125], [0.5996, -2.5378, 1.2624], [-0.5291, -2.3198, -0.0715], [-0.9379, -1.7154, 1.5326], [1.5835, -0.3860, -2.2332], [0.5829, 1.0688, -2.5012], [1.8586, 1.0893, -1.2512]], "forces_ev_per_angstrom": [[3.4568, 3.7765, 0.5869], [0.0864, -0.5615, 1.2523], [-0.3009, -0.0603, -0.1990], [0.0130, 0.0576, -0.0576], [0.8951, 0.5044, -1.1662], [-0.6286, -0.3691, -1.0887], [-3.2110, -3.2453, 0.4222], [-0.0298, 0.1808, -0.2413], [0.0436, 0.0478, -0.0027], [0.1224, -0.0061, 0.0243], [-0.0075, -0.0082, 0.0131], [0.0287, -0.0135, 0.0181], [-0.0232, -0.0275, -0.0287], [-0.0352, 0.0537, 0.0325], [-0.1905, -0.0294, 0.1498], [-0.0242, -0.1118, 0.1697], [-0.1950, -0.1882, 0.1154]]}

***

Entry 2:
{"formula": "C12H24Br12", "method": "wB97M-V/def2-TZVPD", "e_above_lowest_kcal_mol": 27.6, "gap_ev": 10.0, "largest_force_ev_per_a": 2.7, "smiles": "BrCCBr.BrCCBr.BrCCBr.BrCCBr.BrCCBr.BrCCBr", "e_homo_ev": -9.792, "spin_multiplicity": 1, "charge": 0, "mol_weight_da": 1127.172, "species": ["Br", "C", "C", "Br", "H", "H", "H", "H", "Br", "C", "C", "Br", "H", "H", "H", "H", "Br", "C", "C", "Br", "H", "H", "H", "H", "Br", "C", "C", "Br", "H", "H", "H", "H", "Br", "C", "C", "Br", "H", "H", "H", "H", "Br", "C", "C", "Br", "H", "H", "H", "H"], "positions_angstrom": [[-4.0688, -2.1103, -0.1193], [-5.6400, -1.7457, -1.0804], [-6.9470, -1.7742, -0.2458], [-6.8995, -0.4512, 1.1805], [-5.7352, -2.4870, -1.9143], [-5.4061, -0.7850, -1.4886], [-7.0983, -2.7550, 0.1917], [-7.8138, -1.5379, -0.8347], [1.8511, -1.1421, -1.6943], [0.2702, -0.5664, -2.7500], [-0.8417, -1.4063, -2.3246], [-2.4266, -1.0801, -3.6140], [0.5808, -0.6065, -3.7827], [0.0596, 0.4111, -2.3444], [-1.2983, -1.1634, -1.3230], [-0.6598, -2.4616, -2.4910], [-1.3798, -0.9088, 1.6467], [-2.2033, 0.8955, 2.0297], [-1.5257, 1.9377, 1.1340], [-1.9212, 1.5972, -0.7750], [-1.9343, 1.1413, 3.0533], [-3.3288, 0.8102, 1.8675], [-0.4222, 2.0397, 1.0830], [-1.9474, 2.9342, 1.2657], [3.2821, 4.9127, 0.3873], [3.4573, 3.6419, -1.1162], [3.1941, 4.4140, -2.3572], [2.5257, 3.1224, -3.7436], [2.7103, 2.8658, -0.8715], [4.4684, 3.1895, -1.0612], [3.9788, 5.0130, -2.7564], [2.2818, 4.9868, -2.1379], [5.7743, 0.2025, 0.7190], [4.5313, 1.4494, 1.5142], [3.7016, 0.8737, 2.6969], [2.1737, 2.0634, 3.1671], [3.7665, 1.8041, 0.8270], [5.0967, 2.3616, 1.8357], [4.2224, 0.8235, 3.5976], [3.3069, -0.1055, 2.3704], [-0.6876, -4.1884, -0.1690], [0.8711, -4.5148, 1.0489], [1.2125, -3.2061, 1.6757], [3.0228, -2.8989, 2.1388], [1.7029, -4.8480, 0.3915], [0.5188, -5.3160, 1.7517], [0.6017, -2.9538, 2.4977], [1.0219, -2.4782, 0.9236]], "forces_ev_per_angstrom": [[0.7952, -0.5927, 0.7814], [-1.6169, -0.7029, -0.7923], [1.2948, -0.0080, -0.1696], [-0.0769, -0.1148, -0.0207], [0.1116, 0.6157, 0.7208], [-0.4697, 0.5962, -0.4133], [0.1028, 0.0158, 0.2351], [-0.1873, 0.2052, -0.4234], [-0.1078, 0.0682, -0.0910], [0.8676, 0.7716, 1.0609], [-2.4676, -0.9938, -0.1890], [0.8867, 0.0042, 0.6920], [-0.1968, 0.0237, -0.1071], [0.3599, 0.5900, -0.5951], [0.8053, -0.3752, -1.1113], [-0.1002, -0.0267, 0.2927], [-0.4513, 1.0764, 0.4823], [0.2304, -0.2368, -0.8891], [-0.1391, 0.0891, -1.1329], [-0.1966, 0.0615, 0.1712], [-0.2301, -0.2725, 0.1519], [1.6734, 0.0857, 0.1582], [-0.7462, -0.5413, 0.8301], [-0.0544, -0.1360, 0.3520], [0.2992, -0.1604, -0.0712], [0.8472, -0.7655, 1.1270], [-2.5226, -0.8128, -0.1708], [0.5585, 0.5010, 0.3194], [0.3087, 0.5038, -0.5171], [-0.6206, 0.3440, -0.0214], [0.5570, 0.2056, -0.2055], [0.5320, 0.1685, -0.5318], [-0.3670, 0.0891, 0.1573], [-0.8037, 1.5617, 1.4957], [-0.4724, -0.2012, -2.1283], [0.5460, -0.4420, -0.4399], [0.4314, -0.3396, -0.5933], [-0.3400, -0.9440, -0.2801], [0.9739, -0.3442, 1.3055], [-0.0506, 0.5980, 0.5208], [0.4815, -0.3687, 0.5839], [-0.0781, -1.3907, -0.3762], [-0.4847, 0.2952, -0.8120], [0.8908, -0.3292, 0.3279], [-0.7533, -0.0131, 0.4766], [0.5854, 0.7933, -0.7433], [-0.5767, 0.0686, 1.0645], [-0.0286, 0.7800, -0.4813]]}

***

Entry 3:
{"formula": "C5H12Si2", "method": "wB97M-V/def2-TZVPD", "e_above_lowest_kcal_mol": 137.3, "gap_ev": 7.2, "largest_force_ev_per_a": 4.2, "e_homo_ev": -8.908, "spin_multiplicity": 1, "charge": 0, "mol_weight_da": 128.323, "species": ["C", "C", "C", "C", "C", "Si", "Si", "H", "H", "H", "H", "H", "H", "H", "H", "H", "H", "H", "H"], "positions_angstrom": [[-1.8242, 1.2188, -3.7570], [-1.0185, 0.9206, -2.9309], [1.0753, -1.7761, 0.6592], [0.2507, 0.9979, 1.7014], [-1.6687, -0.4572, -0.3587], [1.5647, 0.8594, -1.3006], [0.0497, -0.1163, 0.2156], [-2.5384, 1.4852, -4.5031], [1.0534, -2.0036, 1.6884], [0.6263, -2.5540, 0.0664], [2.1566, -1.5803, 0.4136], [-0.4802, 0.9481, 2.4817], [1.2156, 0.8258, 2.1902], [0.0892, 1.9932, 1.4010], [-2.0047, -1.3159, 0.1055], [-2.3169, 0.1009, 0.2632], [-1.8131, -0.1491, -1.3887], [2.4402, 0.3475, -2.2294], [2.3097, 1.7635, -0.4075]], "forces_ev_per_angstrom": [[-1.6781, 0.6684, -1.7700], [3.6768, 0.1320, 2.0903], [0.2731, 2.3022, -1.5256], [0.2027, -0.7081, 0.1729], [1.0723, 1.7230, 0.3743], [-3.4561, -0.1013, 1.4415], [1.1696, -1.7860, 0.6727], [-0.0258, -0.1097, 0.0914], [-0.3005, -0.3085, 1.2670], [0.2632, -0.5439, -0.2464], [-0.9593, -0.5319, -0.0161], [-0.7175, -0.8220, 0.4764], [0.0066, 0.3696, -0.2940], [0.4952, 1.6308, -0.5252], [-0.3484, -3.0785, -0.3398], [-0.6613, 1.9864, 0.4640], [-0.3236, -0.8210, -0.1544], [1.2065, -0.8221, -1.7118], [0.1046, 0.8204, -0.4671]]}

***

Entry 4:
{"formula": "C6H9NO3", "method": "wB97M-V/def2-TZVPD", "e_above_lowest_kcal_mol": 145.0, "gap_ev": 9.2, "largest_force_ev_per_a": 3.7, "smiles": "C=C(O/C(C)=C\\C)[N+](=O)[O-]", "e_homo_ev": -9.448, "spin_multiplicity": 1, "charge": 0, "mol_weight_da": 143.142, "species": ["C", "C", "O", "C", "C", "C", "C", "N", "O", "O", "H", "H", "H", "H", "H", "H", "H", "H", "H"], "positions_angstrom": [[-1.8242, 0.3803, -1.5422], [-0.8347, -0.5153, -1.3157], [-0.2709, -0.8792, -0.0821], [0.4735, -0.2684, 1.2046], [0.4108, -1.3266, 2.2649], [0.8775, 0.9872, 1.3437], [0.8775, 1.9626, 0.1428], [-0.3019, -1.2838, -2.4557], [0.3149, -2.3044, -2.2007], [-0.5475, -0.8166, -3.5510], [-2.3412, 0.3756, -2.6104], [-2.1833, 0.8940, -0.6376], [-0.5371, -1.6688, 2.5062], [0.9308, -1.0206, 3.1693], [0.8801, -2.1522, 1.8641], [1.3946, 1.2161, 2.3355], [1.5432, 2.7267, 0.3869], [1.2211, 1.3914, -0.7849], [-0.0833, 2.3020, -0.0378]], "forces_ev_per_angstrom": [[-0.0951, -1.5026, -1.1375], [0.0310, 1.7808, 2.5429], [0.5372, 0.5499, 0.3222], [-2.1757, -0.0195, -1.0362], [1.0390, 1.7037, -0.6836], [0.6109, -0.2376, -0.7921], [1.4288, -3.4210, 0.2499], [0.3369, -0.5176, 0.5077], [-0.3295, 0.6565, -0.5620], [0.2900, -0.5617, -0.1061], [1.3154, 0.4386, 2.7257], [-0.1051, -0.0822, -0.8465], [-2.1287, -0.1606, 0.3715], [0.0449, 0.2205, -0.1135], [1.3313, -2.0439, -0.6810], [-0.9145, -0.1558, -1.5625], [0.9685, 1.4864, -0.0550], [-0.3262, 0.9142, 1.2276], [-1.8590, 0.9518, -0.3715]]}

***

Entry 5:
{"formula": "C6H6O", "method": "wB97M-V/def2-TZVPD", "e_above_lowest_kcal_mol": 105.5, "gap_ev": 9.3, "largest_force_ev_per_a": 1.4, "e_homo_ev": -8.542, "spin_multiplicity": 1, "charge": 0, "mol_weight_da": 94.113, "species": ["O", "C", "C", "C", "C", "C", "C", "H", "H", "H", "H", "H", "H"], "positions_angstrom": [[-1.2674, -1.6020, 0.4597], [-0.3625, -1.1355, 1.3146], [0.6543, -0.8232, 0.2008], [1.1207, 0.6185, 0.3506], [-0.0165, 1.3564, -0.3023], [-1.0412, 0.5491, -0.5956], [-0.6253, -0.8958, -0.6495], [0.9368, 0.7702, 1.4316], [1.3787, -1.6408, 0.1756], [2.1556, 0.9245, 0.1534], [-0.0453, 2.4418, -0.3312], [-2.0925, 0.8249, -0.5908], [-0.7954, -1.3881, -1.6168]], "forces_ev_per_angstrom": [[-0.1928, 0.3570, 0.3521], [0.3295, -1.2610, 0.5040], [-0.0598, 0.0482, 0.1973], [-0.0898, -0.0412, 0.3824], [-0.1768, 0.1004, 0.1705], [0.0331, 0.1870, -0.3545], [-0.1188, 0.2446, -0.2090], [0.4805, 0.4948, -0.0994], [-0.0769, 0.1656, -0.2926], [-0.3327, -0.3284, -0.3665], [-0.2119, -0.1213, 0.2647], [0.1869, 0.1447, -0.8171], [0.2295, 0.0097, 0.2681]]}

***

Entry 6:
{"formula": "C16H16HgNO6S", "method": "wB97M-V/def2-TZVPD", "e_above_lowest_kcal_mol": 19.9, "gap_ev": [3.5, 6.8], "largest_force_ev_per_a": 1.1, "e_homo_ev": [0.693, -2.725], "spin_multiplicity": 2, "charge": -2, "mol_weight_da": 550.962, "s2": 0.779, "species": ["Hg", "O", "C", "C", "N", "C", "C", "O", "O", "C", "C", "O", "O", "H", "H", "H", "H", "H", "H", "H", "H", "H", "C", "C", "O", "S", "C", "C", "C", "C", "C", "C", "C", "C", "H", "H", "H", "H", "H", "H", "H"], "positions_angstrom": [[-0.9204, 0.4067, -1.9800], [-1.8247, 3.3955, -3.2606], [-0.6930, 3.8184, -3.9853], [0.2196, 2.6837, -4.4378], [0.8461, 1.9098, -3.3689], [1.5815, 2.7294, -2.4169], [0.7013, 3.4469, -1.3561], [1.1705, 4.4820, -0.8664], [-0.3968, 2.8817, -1.0814], [1.6932, 0.8931, -3.9795], [0.8591, -0.1405, -4.7837], [1.2576, -0.4206, -5.9249], [-0.1405, -0.6117, -4.1763], [-1.5032, 3.1658, -2.3610], [-1.0645, 4.3031, -4.8939], [-0.1198, 4.5636, -3.4194], [-0.3775, 1.9903, -5.0336], [0.9983, 3.1177, -5.0915], [2.2393, 2.0721, -1.8432], [2.2091, 3.4821, -2.9135], [2.4357, 1.3402, -4.6553], [2.2134, 0.3433, -3.1913], [1.0670, -2.5278, 6.4003], [0.6009, -3.9324, 6.1301], [1.3355, -4.8804, 6.0473], [-1.1973, -4.0830, 5.8941], [-1.2926, -3.2475, 4.3301], [-0.9110, -3.9118, 3.1523], [-0.9670, -3.2686, 1.9397], [-1.4150, -1.9210, 1.8431], [-1.7543, -1.2533, 3.0508], [-1.6870, -1.8994, 4.2613], [-1.5486, -1.2802, 0.6065], [-1.8663, -0.7741, -0.4780], [2.1540, -2.5071, 6.4906], [0.6141, -2.1770, 7.3282], [0.7498, -1.8645, 5.5956], [-0.5689, -4.9379, 3.2189], [-0.6756, -3.7853, 1.0344], [-2.0764, -0.2213, 2.9979], [-1.9457, -1.3801, 5.1773]], "forces_ev_per_angstrom": [[0.5824, -0.3522, 0.1656], [-0.1309, -0.1190, -0.1756], [0.0127, -0.0927, 0.0548], [-0.3177, 0.1475, 0.0218], [-0.1487, -0.2543, 0.2854], [-0.1239, 0.1403, 0.2247], [0.2320, 0.0784, -0.1612], [-0.0433, -0.1631, -0.0233], [-0.1745, -0.0513, 0.1560], [-0.1129, -0.2724, -0.2012], [0.2753, 0.1242, -0.1273], [-0.0360, -0.0285, 0.1944], [-0.3843, 0.1285, 0.2977], [0.0812, 0.1456, 0.0428], [0.0585, 0.0419, 0.0208], [-0.0469, 0.0146, -0.0246], [0.0777, -0.0080, -0.0580], [0.0036, -0.0361, 0.0275], [0.0407, -0.0064, -0.0532], [-0.0136, -0.0287, -0.0186], [-0.0151, 0.0129, 0.0454], [0.0126, 0.0524, 0.0260], [0.3453, 0.0593, -0.0215], [-0.2972, 0.1573, -0.0688], [0.2236, -0.1608, 0.1655], [-0.1022, -0.0859, -0.3499], [0.0405, -0.2482, 0.8090], [0.0366, 0.0301, -0.3922], [0.1119, -0.3200, 0.2743], [-0.0487, 0.3144, -0.6182], [0.0134, -0.0034, 0.4471], [-0.1119, 0.3046, -0.2685], [0.0520, -0.1493, 0.3124], [0.1097, 0.5951, -0.8772], [-0.0249, -0.0112, -0.0414], [-0.0476, 0.0244, -0.0246], [-0.0637, 0.0096, 0.0118], [-0.0127, -0.0158, -0.0462], [-0.0147, -0.0136, -0.0152], [-0.0023, 0.0141, 0.0030], [-0.0361, 0.0255, -0.0194]]}

***

Entry 7:
{"formula": "C10H11O3RuSTe", "method": "wB97M-V/def2-TZVPD", "gap_ev": [5.9, 6.0], "largest_force_ev_per_a": 0.4, "e_homo_ev": [-3.798, -3.797], "spin_multiplicity": 1, "charge": -1, "mol_weight_da": 439.932, "species": ["Ru", "O", "C", "O", "C", "C", "C", "C", "C", "C", "S", "H", "H", "H", "H", "Te", "C", "C", "C", "O", "H", "H", "H", "H", "H", "H", "H"], "positions_angstrom": [[-1.1397, -1.0952, 0.2395], [0.5904, 2.4213, -0.2466], [0.4395, 1.3993, 0.4039], [-0.7375, 0.8358, 0.5038], [1.5829, 0.8240, 1.1908], [2.6255, 1.7205, 1.4434], [3.7210, 1.3671, 2.2063], [3.7924, 0.0798, 2.7268], [2.7814, -0.8240, 2.4739], [1.6613, -0.4809, 1.7023], [0.5259, -1.8082, 1.4707], [2.5392, 2.7112, 1.0191], [4.5113, 2.0827, 2.3958], [4.6436, -0.2199, 3.3270], [2.8432, -1.8317, 2.8667], [-2.5972, -2.9108, 1.1488], [-3.2862, -1.4209, -2.4795], [-2.2437, -0.5558, -1.7979], [-2.0231, 0.8012, -2.4437], [-1.0416, -1.2484, -1.6210], [-4.2622, -0.9326, -2.4662], [-3.3605, -2.3787, -1.9659], [-2.9945, -1.5910, -3.5181], [-2.6619, -0.3432, -0.7503], [-1.7062, 0.6598, -3.4796], [-1.2549, 1.3570, -1.9088], [-2.9483, 1.3815, -2.4414]], "forces_ev_per_angstrom": [[0.1078, -0.0309, -0.1029], [0.0960, 0.0171, 0.0679], [-0.2722, -0.0547, -0.0250], [-0.1051, -0.1431, 0.0719], [0.1220, 0.0112, 0.0445], [0.0880, -0.0659, 0.0687], [-0.0298, 0.0533, -0.0396], [0.0051, -0.0504, 0.0241], [0.0515, 0.0214, 0.0154], [-0.0523, 0.1695, -0.0593], [0.2957, -0.2026, 0.2082], [-0.0234, -0.0025, -0.0118], [-0.0050, 0.0037, -0.0044], [-0.0081, -0.0146, 0.0001], [-0.0030, -0.0058, -0.0017], [0.0614, 0.2638, 0.0191], [0.0275, -0.0179, -0.0617], [-0.1514, 0.1661, -0.0290], [-0.0036, -0.0396, -0.0608], [0.0190, -0.1715, -0.0892], [-0.0011, -0.0089, -0.0008], [-0.0268, 0.0164, 0.0196], [0.0211, 0.0055, 0.0049], [-0.2073, 0.0740, -0.0906], [0.0072, -0.0204, 0.0075], [-0.0240, 0.0264, 0.0269], [0.0108, 0.0004, -0.0020]]}

***

Entry 8:
{"formula": "C2H7N2", "method": "wB97M-V/def2-TZVPD", "e_above_lowest_kcal_mol": 50.6, "gap_ev": 9.5, "largest_force_ev_per_a": 1.8, "e_homo_ev": -14.776, "spin_multiplicity": 1, "charge": 1, "mol_weight_da": 59.092, "species": ["C", "N", "H", "H", "H", "C", "N", "H", "H", "H", "H"], "positions_angstrom": [[1.6677, 0.4760, -0.4497], [1.4577, -0.3280, 0.5187], [0.8725, 1.1323, -0.8655], [2.6719, 0.5331, -0.9475], [2.2683, -0.9019, 0.7119], [-1.2167, -0.6998, 0.3712], [-1.8961, 0.3352, 0.0049], [-0.8104, -1.3771, -0.3850], [-0.9692, -0.8049, 1.4386], [-1.8939, 1.1763, 0.5736], [-2.1517, 0.4587, -0.9712]], "forces_ev_per_angstrom": [[0.9615, -0.4370, -0.0563], [-0.9603, 0.8205, -1.2126], [0.4444, -0.3936, 0.4813], [-0.9509, 0.1380, 0.3380], [0.2604, -0.0383, 0.2400], [0.6127, 0.6833, 0.5493], [1.0781, -0.2842, -0.4443], [-0.7574, -0.2411, 0.3933], [-0.0374, -0.0631, -0.7284], [-0.7488, -0.2453, 0.3713], [0.0977, 0.0606, 0.0685]]}